# 1
15
Properties=species:S:1:pos:R:3 method="wB97M-V/def2-TZVPD" mol_weight_da=106.10 s2=2.02 total_charge=+1 spin_multiplicity=3 gap_ha="0.233 / 0.305"
C -1.93 -0.92 0.00
C -0.85 1.22 -0.03
N -0.66 -0.24 0.18
N 2.30 -0.17 0.39
N 0.30 -0.96 0.39
O 2.10 1.00 0.70
O 2.87 -0.55 -0.75
H -2.33 -0.82 -1.02
H -1.85 -1.91 0.31
H -2.55 -0.42 0.59
H -1.74 1.14 -0.69
H -1.05 1.73 0.88
H 0.06 1.66 -0.51
H 2.61 -0.76 1.09
H 2.69 0.00 -1.53

---

# 2
15
Properties=species:S:1:pos:R:3 method="wB97M-V/def2-TZVPD" mol_weight_da=106.10 s2=2.01 total_charge=+1 spin_multiplicity=3 gap_ha="0.219 / 0.336"
C -1.47 -1.29 0.00
C -2.72 -1.08 -0.24
N 0.13 1.24 0.42
N -1.06 1.25 0.16
N 1.77 -0.21 -0.89
O -0.44 -1.80 0.11
O -1.99 1.58 1.11
H -3.20 -1.16 -1.12
H -3.19 -0.34 0.46
H 1.16 0.59 -0.32
H 0.33 1.49 1.43
H 2.68 -0.55 -0.44
H 2.03 0.18 -1.80
H 0.96 -0.88 -1.04
H -1.56 1.67 2.06

---

# 3
14
Properties=species:S:1:pos:R:3 method="wB97M-V/def2-TZVPD" mol_weight_da=88.11 total_charge=+2 spin_multiplicity=1 smiles="[NH3+]NC1=N[C@H]1[NH3+]" gap_ha=0.421
N 2.51 -0.13 -0.19
N 1.21 -0.24 0.56
C 0.11 0.30 0.09
N -0.44 1.08 -0.80
C -1.31 0.67 0.26
N -2.39 -0.34 -0.26
H 2.48 0.50 -1.03
H 2.71 -1.22 -0.40
H 3.29 0.15 0.52
H 1.35 -0.52 1.51
H -1.59 1.43 1.01
H -1.95 -0.82 -1.04
H -3.26 0.15 -0.66
H -2.73 -1.00 0.45

---

Relative energy (zero: lowest compared OMol25 entry of this formula, charge and spin) values, unit kJ/mol, following the record order: 287.87; 182.29; 352.23.